Arrangement A

DFT (the ωB97M-V functional and the def2-TZVPD basis) results for the molecule CH5N3O3.

Positions of all 12 atoms, in Å:
C  -0.22  -0.23  -0.18
H  0.86  2.06  -0.83
H  1.10  0.23  1.20
H  -0.98  -2.07  0.12
H  0.59  -2.03  2.00
H  -1.13  1.71  -2.30
N  0.51  0.77  0.57
N  -0.30  -1.51  0.55
N  -0.84  -0.07  -1.29
O  1.35  1.35  -0.29
O  -0.37  -1.68  1.90
O  -0.58  1.47  -1.43

Arrangement B

DFT (the ωB97M-V functional and the def2-TZVPD basis) results for a cluster of 2 separate species, CH5N3O3 in total.

Positions of all 12 atoms, in Å:
C  -1.93  -0.13  -0.43
N  1.29  -0.74  -0.35
N  2.54  -0.32  0.09
N  0.27  -0.02  -0.24
O  0.47  1.19  0.33
O  -2.05  -1.19  0.30
O  -2.15  0.97  0.01
H  -1.85  -0.33  -1.58
H  2.54  0.59  0.48
H  3.32  -0.91  -0.06
H  -1.98  -0.84  1.15
H  -0.46  1.73  0.29

The structure with the least stability is arrangement A.